The molecule C12H22O, computed with ωB97M-V with the def2-TZVPD basis set.

- E_LUMO (eV) = 0.95
- HOMO-LUMO gap (eV) = 10.84
- HOMO (eV) = -9.888
- relative energy (zero: lowest compared OMol25 entry of this formula, charge and spin) (kJ/mol) = 130.1
- energy (eV) = -14846.6615

Each line ends with the Löwdin charge.
Element x y z (Å)
O -3.468628 -2.630882 0.075709  -0.048
C -2.172427 -2.050397 0.314954  -0.391
C -2.359805 -0.556851 -0.080381  -0.111
C -1.022675 0.327127 0.017304  -0.146
C 0.128314 -0.421133 -0.534240  -0.387
C 1.536882 0.174521 -0.447965  -0.263
C 1.908970 0.429509 1.047850  -0.117
C 1.466024 1.830276 1.588188  -0.178
C 1.927462 2.994808 0.703097  -0.225
C 1.388859 2.861035 -0.710130  -0.200
C 1.739560 1.498792 -1.342695  -0.128
C 0.229864 -1.829221 -0.215089  -0.192
C -1.011525 -2.683472 -0.373696  -0.154
H -3.754203 -2.306223 -0.797054  0.090
H -1.931962 -2.098471 1.405559  0.163
H -2.685689 -0.420724 -1.138118  0.119
H -3.153110 -0.097025 0.568241  0.124
H -1.071013 1.350053 -0.562754  0.137
H -0.916078 0.747591 1.051660  0.099
H -0.215948 -0.452987 -1.592117  0.153
H 2.249608 -0.585486 -0.883586  0.138
H 1.447292 -0.353908 1.629048  0.099
H 2.932090 0.348043 0.995751  0.083
H 1.999950 2.042003 2.452789  0.074
H 0.350566 1.995172 1.790024  0.122
H 1.581540 3.836701 1.324684  0.108
H 3.033560 3.188012 0.665890  0.123
H 1.573235 3.598782 -1.425563  0.081
H 0.276686 2.858687 -0.518794  0.106
H 1.261540 1.303223 -2.289205  0.094
H 2.906342 1.296424 -1.446344  0.144
H 0.518017 -1.866662 0.772820  0.083
H 1.033605 -2.395524 -0.869388  0.169
H -1.021353 -3.717786 -0.114675  0.115
H -1.222673 -2.672796 -1.427717  0.115

Cartesian forces (eV/Å) of the 6 atoms listed first:
0.62 -0.41 -0.09
-1.04 1.99 0.48
1.06 1.75 0.29
-1.80 2.23 1.21
0.24 0.74 -3.29
-0.86 1.33 -0.27



A cluster of 15 separate species, C53H108ClN9O21 in total, computed with ωB97M-V with the def2-TZVPD basis set.

- E_LUMO (spin up / spin down) (eV) = -5.56 / -6.62
- multiplicity = 2
- charge = +1
- HOMO-LUMO gap (spin up / spin down) (eV) = 3.49 / 2.42
- HOMO (spin up / spin down) (eV) = -9.040 / -9.040
- energy (eV) = -125626.4043

Each line ends with the Löwdin spin population.
Element x y z (Å)
C 4.622570 5.038870 -7.823250  0.000
C 5.977770 4.318730 -7.693850  0.000
C 6.186600 3.255990 -8.826800  0.000
C 6.640520 3.845250 -10.139620  0.000
C 7.822220 4.672160 -9.900280  0.000
C 7.719990 5.876410 -8.914690  0.000
N 7.042410 5.353300 -7.620980  0.000
O 7.280370 6.144830 -6.511310  0.000
C 6.833960 6.964100 -9.548070  0.000
C 9.112410 6.522060 -8.494890  0.000
C 5.975420 3.436420 -6.401180  0.000
H 4.467760 5.778280 -7.037500  0.000
H 3.713280 4.440240 -7.877470  0.000
H 4.655670 5.573580 -8.772500  0.000
H 5.290780 2.674270 -9.044060  0.000
H 6.848520 2.447080 -8.517570  0.000
H 5.928010 4.448470 -10.702270  0.000
H 6.951600 3.085830 -10.856980  0.000
H 8.341000 5.111370 -10.752380  0.000
H 8.631860 3.960380 -9.739230  0.000
H 7.494740 7.491810 -10.235810  0.000
H 6.463390 7.730890 -8.867770  0.000
H 6.025340 6.729220 -10.240230  0.000
H 9.770300 5.847760 -7.946630  0.000
H 8.911210 7.413050 -7.900110  0.000
H 9.662560 6.860790 -9.372780  0.000
H 5.186560 2.686390 -6.344110  0.000
H 5.871730 3.972730 -5.457930  0.000
H 6.906580 2.946800 -6.116020  0.000
Cl 10.478430 2.327130 -7.951600  0.000
O 9.719770 1.298360 -8.473720  0.000
O 11.405900 1.902400 -6.942650  0.000
O 11.229490 3.024070 -8.989770  0.000
O 9.533440 3.199680 -7.353760  0.000
O 9.173950 0.440230 -14.098910  0.000
C 9.816830 1.002590 -13.201940  0.000
N 11.086300 1.124060 -13.346340  0.000
C 9.088430 1.516490 -11.940250  0.000
H 11.530890 0.713010 -14.154720  0.000
H 11.625450 1.551920 -12.607190  0.000
H 8.064490 1.646750 -12.290530  0.000
H 9.537710 2.445950 -11.590480  0.000
H 9.005640 0.766540 -11.153600  0.000
O 5.475240 7.366910 -13.503250  0.000
C 5.706030 8.249840 -12.715410  0.000
N 4.885400 8.519140 -11.744640  0.000
C 6.906740 9.150660 -12.965190  0.000
H 4.077500 7.913050 -11.737720  0.000
H 5.022900 9.122720 -10.946590  0.000
H 6.718380 10.215660 -13.100840  0.000
H 7.465290 8.759220 -13.815420  0.000
H 7.617580 9.139890 -12.138950  0.000
O 8.515990 9.035100 -4.811050  0.000
C 8.120200 9.581750 -5.805440  0.000
N 6.887650 9.404900 -6.334770  0.000
C 8.974680 10.536970 -6.537180  0.000
H 6.144950 9.026060 -5.764690  0.000
H 6.730010 9.826050 -7.239140  0.000
H 9.296810 11.270400 -5.797980  0.000
H 8.405650 11.116990 -7.263730  0.000
H 9.906770 10.105020 -6.901480  0.000
O 12.579230 6.435210 -7.292870  0.000
C 13.175050 5.880630 -6.393980  0.000
N 13.050580 4.604580 -6.277060  0.000
C 14.140910 6.579810 -5.529100  0.000
H 12.382580 4.128270 -6.866130  0.000
H 13.638570 4.033370 -5.687060  0.000
H 15.203540 6.557110 -5.770790  0.000
H 14.111200 6.056460 -4.573420  0.000
H 13.838170 7.624720 -5.461250  0.000
O 5.117310 -0.092180 -6.252250  0.000
C 5.190410 -0.906740 -7.190710  0.000
N 4.691240 -2.129570 -7.090500  0.000
C 6.055840 -0.574310 -8.457260  0.000
H 4.281950 -2.322000 -6.187420  0.000
H 4.966710 -2.826180 -7.767960  0.000
H 5.522560 -0.468530 -9.401990  0.000
H 6.742390 -1.418270 -8.390280  0.000
H 6.718820 0.270350 -8.269880  0.000
O 4.447070 8.176950 -5.944730  0.000
C 3.466440 8.897150 -5.816960  0.000
N 2.766500 8.914500 -4.635290  0.000
C 3.008800 9.683580 -6.978280  0.000
H 3.158350 8.349920 -3.895140  0.000
H 1.960260 9.501820 -4.476700  0.000
H 3.815100 10.202770 -7.496360  0.000
H 2.373470 10.507050 -6.652150  0.000
H 2.528010 9.056270 -7.728880  0.000
C 1.174060 0.956690 -1.225130  0.028
C 2.192660 2.147160 -1.258770  0.050
N 3.455750 1.766200 -1.928860  0.675
C 4.567150 1.680420 -0.943650  0.056
C 4.339240 0.476080 -0.067720  0.016
C 3.727900 2.672820 -3.074130  0.074
C 2.717190 2.652740 -4.252080  0.008
H 0.475200 0.947290 -0.388700  0.002
H 1.701210 0.014490 -1.075280  0.000
H 0.572100 0.868060 -2.129500  0.000
H 1.733580 2.976250 -1.797240  0.006
H 2.269720 2.608980 -0.274460  0.012
H 5.505560 1.635790 -1.496370  0.001
H 4.635930 2.568650 -0.315630  0.027
H 3.466160 0.648620 0.561600  0.000
H 4.292790 -0.510060 -0.529750  0.000
H 5.175840 0.483180 0.630950  0.000
H 4.684770 2.427110 -3.534710  0.003
H 3.872650 3.630820 -2.574750  0.039
H 2.544920 1.616280 -4.542200  0.001
H 3.132750 3.246550 -5.066210  -0.001
H 1.720950 2.966310 -3.940190  0.000
C 12.448570 9.101180 -8.967570  0.000
C 11.502820 9.570770 -10.063160  0.000
N 11.772380 10.912800 -10.500900  0.000
C 10.576880 11.443390 -11.130890  0.000
C 10.083770 10.770280 -12.396680  0.000
C 12.982410 11.123650 -11.275530  0.000
C 13.285440 12.581170 -11.605100  0.000
H 13.401260 8.842720 -9.429820  0.000
H 12.014760 8.310770 -8.355060  0.000
H 12.628870 9.921560 -8.272900  0.000
H 11.536940 8.768580 -10.800340  0.000
H 10.493590 9.634820 -9.656400  0.000
H 9.732000 11.250340 -10.469820  0.000
H 10.651470 12.528870 -11.196130  0.000
H 10.770700 11.081330 -13.183740  0.000
H 10.145450 9.682090 -12.408080  0.000
H 9.100100 11.141120 -12.684740  0.000
H 12.985410 10.452420 -12.134340  0.000
H 13.807980 10.653240 -10.741440  0.000
H 13.437470 13.145550 -10.685060  0.000
H 12.482880 13.093500 -12.135670  0.000
H 14.185580 12.744120 -12.197800  0.000
O 1.437480 2.787640 -7.639130  0.000
C 1.517680 1.600190 -7.901000  0.000
O 1.541270 0.678970 -6.964830  0.000
C 1.502110 -0.676040 -7.513000  0.000
C 1.888190 -0.410940 -8.990880  0.000
C 1.299840 0.947040 -9.225780  0.000
H 0.520800 -1.121040 -7.348310  0.000
H 2.217170 -1.380600 -7.088270  0.000
H 1.526610 -1.240420 -9.598600  0.000
H 2.967740 -0.315030 -9.106920  0.000
H 0.235040 0.868540 -9.445150  0.000
H 1.846260 1.508790 -9.983380  0.000
O 7.380140 3.056580 -2.716530  0.001
C 8.109350 3.947220 -3.058620  0.000
O 7.855030 5.284890 -2.708270  0.000
C 8.762640 6.159700 -3.335690  0.000
C 9.910420 5.226950 -3.769250  0.000
C 9.330270 3.854390 -3.917380  0.000
H 9.218270 6.955280 -2.746150  0.000
H 8.314740 6.626460 -4.212960  0.000
H 10.717360 5.301920 -3.040320  0.000
H 10.324330 5.479460 -4.745480  0.000
H 9.956690 3.025690 -3.587300  0.000
H 8.925080 3.570330 -4.888590  0.000
O 8.119360 -3.089100 -3.372470  0.000
C 8.503630 -2.049060 -3.881660  0.000
O 9.795790 -1.637470 -3.850860  0.000
C 9.862490 -0.412680 -4.646940  0.000
C 8.413730 0.188410 -4.498460  0.000
C 7.584980 -1.034420 -4.602770  0.000
H 10.252470 -0.607040 -5.646060  0.000
H 10.645790 0.245210 -4.270500  0.000
H 8.230460 0.937300 -5.268960  0.000
H 8.281510 0.664530 -3.526900  0.000
H 7.368310 -1.507240 -5.560690  0.000
H 6.615600 -0.970590 -4.108480  0.000
O 14.914950 7.239990 -11.518810  0.000
C 13.829910 6.762150 -11.726970  0.000
O 12.995990 7.300320 -12.678430  0.000
C 11.850510 6.427440 -12.922220  0.000
C 11.935320 5.317140 -11.884360  0.000
C 13.205560 5.526520 -11.049990  0.000
H 11.812600 6.019110 -13.932140  0.000
H 10.897610 6.956420 -12.938280  0.000
H 11.992490 4.352290 -12.388250  0.000
H 11.038010 5.268680 -11.267440  0.000
H 13.850980 4.650620 -11.115930  0.000
H 12.998650 5.690890 -9.992510  0.000
O 8.287900 6.229140 -12.875040  0.000
C 8.168540 5.289300 -13.690580  0.000
O 9.220020 4.799060 -14.370740  0.000
C 8.843120 3.789780 -15.298760  0.000
C 7.319030 3.523170 -15.079270  0.000
C 6.846360 4.732250 -14.223270  0.000
H 9.409320 2.905190 -15.007180  0.000
H 9.040410 4.050870 -16.338480  0.000
H 7.085270 2.601610 -14.546180  0.000
H 6.744430 3.495450 -16.005100  0.000
H 6.111250 4.511580 -13.449310  0.000
H 6.373010 5.485790 -14.852720  0.000

Cartesian forces (eV/Å) of the 6 atoms listed first:
0.11 1.36 -0.65
-0.73 -3.09 1.89
-0.08 0.16 -0.87
-0.49 0.40 -1.09
3.16 0.96 0.09
1.08 -1.14 0.45



A structure of composition C4H6O3Sc, computed with ωB97M-V with the def2-TZVPD basis set.

- E_LUMO (spin up / spin down) (eV) = -5.64 / -5.56
- charge = +1
- HOMO-LUMO gap (spin up / spin down) (eV) = 6.04 / 6.51
- HOMO (spin up / spin down) (eV) = -11.681 / -12.069
- energy (eV) = -31076.3293

Each line ends with the Löwdin charge.
Element x y z (Å)
O -1.287323 -1.094818 -1.188129  0.149
O 0.473417 -1.065268 0.130603  0.010
O -1.141518 0.380762 0.423243  -0.148
C 1.543252 -0.013355 -0.081417  -0.237
C 2.858809 -0.700089 0.121239  -0.109
C -0.762519 -0.827018 -0.108027  -0.589
H 3.646020 0.069541 0.067438  0.075
H 2.972605 -1.204467 1.105668  0.100
H 3.115107 -1.464672 -0.644334  0.100
Sc 0.606294 1.698349 -0.600292  1.333
C -2.540721 0.670128 0.447460  -0.016
H -2.912975 0.258671 1.390637  0.117
H -3.192595 0.287344 -0.344098  0.112
H -2.596529 1.761309 0.366728  0.101

Cartesian forces (eV/Å) of the 6 atoms listed first:
-0.41 -1.52 2.33
2.39 -1.02 1.43
0.18 0.98 1.01
-0.77 -1.16 0.16
0.51 0.06 0.11
0.26 2.26 -6.14